The following is a quantum chemistry calculation of a 2-piece molecular cluster, C7H15N overall, from the Open Molecules 2025 dataset.

Geometry as ORCA input:
```
! RIJCOSX wB97M-V def2-TZVPD def2/J DEFGRID3
* xyz -1 2
C -3.5698 0.1711 -0.5032
C -2.0906 0.1971 -0.0848
C -0.8424 2.1705 -0.1016
N -1.3517 1.1597 -0.8306
H -4.1277 -0.5974 0.0518
H -4.0119 1.1517 -0.3229
H -3.6368 -0.0515 -1.5676
H -1.6938 -0.8186 -0.2627
H -2.0505 0.3839 1.0065
H -0.9864 2.2528 0.9808
H -0.2478 2.9330 -0.5941
C 2.5210 0.6806 0.7998
C 2.8536 -0.7418 0.3248
C 1.7193 -1.7039 0.5264
C 0.9778 -2.1791 -0.4587
H 2.7709 0.7913 1.8600
H 3.1258 1.4066 0.2519
H 1.4779 0.9663 0.6715
H 3.7304 -1.0834 0.8823
H 3.1268 -0.7403 -0.7317
H 1.5174 -2.0335 1.5415
H 0.1406 -2.8410 -0.2909
H 1.1646 -1.8734 -1.4812
*
```

The energy relative to the best compared isomer or geometry (same formula, charge and spin) comes out at 93.6 kJ/mol. For the LUMO energy (alpha / beta), the calculation gives 3.9115 / 3.8336 eV. Its expectation value of S² is 0.75. The orbital gap (alpha / beta) is 3.11 / 7.48 eV. Its HOMO energy (alpha / beta) is 0.80 / -3.65 eV. For the molar mass, the calculation gives 113.20 g/mol.

***

The following is a quantum chemistry calculation of C25H40CuFN3S2SbSi as an isolated structure at a distorted geometry, from the Open Molecules 2025 dataset.

Geometry as ORCA input:
```
! RIJCOSX wB97M-V def2-TZVPD def2/J DEFGRID3
* xyz -2 1
Cu -0.4911 -1.3160 -0.3472
S 0.1340 -0.8947 1.8091
C -0.6664 -2.2591 2.5368
C -0.3954 -2.4132 3.8957
N -0.1392 -2.4931 5.0214
C -1.4931 -3.1532 1.8770
S -1.9165 -3.0944 0.1880
C -2.0514 -4.2175 2.5805
N -2.5259 -5.1149 3.1350
C -1.2944 -0.6425 -5.1079
Si -1.3687 -1.2369 -3.2756
C -1.7615 -3.1136 -3.4049
C -2.8614 -0.2825 -2.5459
N -0.0675 -0.7990 -2.2568
C 1.1993 -0.4963 -2.5749
C 1.8529 -0.7995 -3.7959
C 3.1810 -0.5018 -4.0175
C 3.9557 0.1229 -3.0513
C 3.3467 0.4936 -1.8585
C 2.0198 0.2083 -1.6600
F 1.4519 0.6731 -0.5079
H -2.2953 -0.5322 -5.5199
H -0.7580 -1.3424 -5.7428
H -0.7997 0.3216 -5.1817
H -2.6528 -3.3008 -4.0001
H -1.9317 -3.5229 -2.4166
H -0.9420 -3.6744 -3.8478
H -3.8131 -0.5965 -2.9641
H -2.7553 0.7856 -2.7149
H -2.9003 -0.4328 -1.4713
H 1.2863 -1.2916 -4.5722
H 3.6341 -0.7676 -4.9695
H 5.0026 0.3404 -3.2157
H 3.8855 1.0095 -1.0733
C -4.3970 3.0286 1.0058
C -3.5400 3.7118 -0.0498
C -3.6007 5.2207 0.1433
C -4.1146 3.3822 -1.4197
Sb -1.4660 2.6384 0.0129
C -0.2369 3.9980 -1.3716
C -0.4518 3.3837 -2.7492
C -0.6179 5.4721 -1.3804
C 1.2362 3.8648 -1.0255
C -0.7696 3.1320 2.1350
C 0.7122 2.8192 2.2450
C -1.0064 4.5607 2.5928
C -1.5163 2.1655 3.0377
H -5.4556 3.2731 0.8703
H -4.1154 3.3416 2.0090
H -4.2949 1.9466 0.9425
H -4.6427 5.5417 0.2557
H -3.2013 5.7347 -0.7245
H -3.0518 5.5560 1.0180
H -5.1272 3.7855 -1.5215
H -4.1580 2.3059 -1.5672
H -3.5061 3.8188 -2.2092
H -1.5010 3.3955 -3.0326
H -0.1117 2.3481 -2.7563
H 0.1038 3.9435 -3.5050
H -1.5876 5.6229 -1.8502
H 0.1168 6.0497 -1.9523
H -0.6529 5.8724 -0.3691
H 1.5049 2.8270 -0.8770
H 1.4804 4.4232 -0.1250
H 1.8496 4.2551 -1.8434
H 1.3167 3.5404 1.7008
H 0.9224 1.8218 1.8702
H 1.0057 2.8552 3.2970
H -0.5329 5.2760 1.9209
H -0.5698 4.6879 3.5884
H -2.0674 4.7872 2.6622
H -1.2566 1.1429 2.7771
H -2.5933 2.2751 2.9629
H -1.2310 2.3298 4.0784
*
```

For the LUMO energy, the calculation gives 4.1938 eV. The orbital gap is 5.26 eV. Its HOMO energy is -1.06 eV. For the molar mass, the calculation gives 679.14 g/mol.

***

The following is a quantum chemistry calculation of C24H47Al2BClNNaO14P3S as an isolated structure at a distorted geometry, from the Open Molecules 2025 dataset.

Geometry as ORCA input:
```
! RIJCOSX wB97M-V def2-TZVPD def2/J DEFGRID3
* xyz 2 1
C -0.2603 -0.2102 5.1293
C -0.7941 -1.0757 3.8516
O -0.9310 -0.2344 2.6987
C -0.5183 -0.8327 1.4501
C -0.8274 -2.3708 1.1359
C -2.3355 -2.7278 0.7348
C -2.4724 -3.9292 -0.3272
C -1.4864 -5.1716 0.0107
O -1.6068 -5.6466 1.3969
C -1.4280 -7.1120 1.2893
O 0.9400 -0.9091 1.6542
P 1.8561 0.3373 0.8597
N 2.7784 1.5554 -0.1007
C 2.4387 -0.8768 -0.5123
C 3.7746 -1.5956 0.0603
O 3.5960 -2.6064 0.8379
C 5.2531 -1.0822 -0.2509
C 6.0100 -1.5268 -1.5382
C 7.4613 -1.0198 -1.8123
C 8.2036 -0.0278 -0.7835
C 7.4228 0.4667 0.4934
C 5.9648 -0.0746 0.7330
P 1.7464 1.8548 2.4442
O 3.0927 1.9799 3.2141
O 0.4471 0.9596 0.0440
C -0.8453 0.3264 0.3791
B -1.7333 1.6415 0.8050
O -1.2077 2.9308 0.3444
C -3.1276 1.7346 1.6160
C -3.9798 0.4049 1.7928
P -1.4519 -0.0672 -1.3917
O -0.9936 1.3322 -2.3297
O -3.1954 -0.1324 -1.5965
S -0.5879 -1.5662 -2.2644
H -0.9797 0.6210 5.4335
H 0.7973 0.1724 4.8575
H -0.0883 -0.9486 6.0043
H -0.0787 -1.9595 3.7692
H -1.8321 -1.4644 4.1747
H -0.5657 -3.0861 2.0185
H -0.0743 -2.6789 0.3059
H -2.8500 -3.1094 1.7037
H -2.9758 -1.8631 0.3631
H -2.3907 -3.6117 -1.4228
H -3.5437 -4.3620 -0.2083
H -0.3941 -4.8715 -0.2631
H -1.8310 -6.0428 -0.6619
H -1.1852 -7.5858 2.3112
H -2.3885 -7.5965 0.8743
H -0.5349 -7.3181 0.5792
H 3.0509 -0.0923 1.5733
H 3.1205 2.3183 0.5014
H 2.2119 1.9192 -0.8795
H 2.6240 -0.3907 -1.5345
H 1.6593 -1.7229 -0.5771
H 5.4898 -2.2267 -2.2728
H 8.0116 -1.3592 -2.7683
H 9.2872 0.2970 -1.0233
H 7.9605 1.1888 1.1957
H 5.4355 0.2819 1.6875
H 0.6606 1.7068 3.3671
H 1.5381 3.1369 1.7893
H -1.1345 3.5578 1.0971
H -3.8220 2.5475 1.1636
H -2.8721 2.1276 2.6799
H -3.4328 -0.4870 2.2545
H -4.8433 0.6564 2.5297
H -4.4991 0.0284 0.8506
H -1.8007 1.8829 -2.4830
H -3.3052 -0.3882 -2.5552
Al 0.8498 -5.4749 1.2179
C -1.3124 4.1998 -6.1136
C -2.6613 3.5955 -5.7674
O -3.0488 3.8070 -4.4130
C -3.1826 5.1604 -3.9986
C -4.2216 5.9363 -4.7889
H -0.5340 3.8007 -5.4569
H -1.0484 3.9708 -7.1496
H -1.3102 5.2852 -6.0007
H -2.6100 2.5124 -5.9087
H -3.4427 3.9571 -6.4441
H -2.2100 5.6620 -4.0246
H -3.4861 5.1352 -2.9482
H -3.9621 6.0042 -5.8475
H -4.3135 6.9574 -4.4003
H -5.1977 5.4468 -4.7230
C 2.2589 -2.1056 7.4561
O 3.3658 -2.5167 7.7795
O 1.4587 -2.7071 6.7106
O 1.7624 -1.0239 7.8226
Na 9.0634 -2.2516 -0.9614
O -4.5244 8.8353 -5.7810
H -3.5782 8.7407 -5.8978
Al 1.2484 -5.8577 4.1662
Cl -4.9912 -1.0750 -1.0304
*
```

For the LUMO energy, the calculation gives -8.9608 eV. The orbital gap is 1.36 eV. Its HOMO energy is -10.32 eV. For the molar mass, the calculation gives 821.84 g/mol.

***

The following is a quantum chemistry calculation of a 3-piece molecular cluster, C21H34Br4N2O5 overall, from the Open Molecules 2025 dataset.

Geometry as ORCA input:
```
! RIJCOSX wB97M-V def2-TZVPD def2/J DEFGRID3
* xyz 0 1
C -0.6383 2.8801 0.4994
C -1.9504 2.2421 0.8265
O -2.3265 2.0749 1.9653
O -2.6925 1.8861 -0.2373
C -3.7949 1.0104 0.0751
C -4.3753 0.4175 -1.2100
C -4.0324 -1.0659 -1.4616
C -3.0225 -1.3057 -2.5867
C -1.7544 -0.4260 -2.5620
C -0.4363 -1.2118 -2.8277
C 0.6389 -0.2117 -2.8086
N 1.4848 0.5682 -2.8113
C -0.5154 -1.8872 -4.2380
C 0.5505 -1.4736 -5.2540
C 0.2814 -0.0991 -5.8640
O 1.4780 0.4840 -6.3472
C -0.2064 -2.3281 -1.7590
C 1.1111 -2.9539 -1.9163
N 2.1150 -3.5053 -1.9994
C -0.5108 -1.9598 -0.2965
C 0.2791 -0.7968 0.3223
C 1.7387 -1.1052 0.5629
O 2.6010 -0.9927 -0.2530
O 1.9982 -1.5892 1.8345
H 0.1517 2.3448 1.0210
H -0.6411 3.8993 0.8805
H -0.4107 2.8954 -0.5641
H -4.5583 1.6155 0.5625
H -3.4815 0.2495 0.7868
H -4.0504 1.0237 -2.0537
H -5.4558 0.4857 -1.1064
H -3.7364 -1.5664 -0.5389
H -4.9520 -1.5632 -1.7745
H -3.5457 -1.1004 -3.5220
H -2.7549 -2.3609 -2.6426
H -1.6622 0.1544 -1.6475
H -1.8178 0.2875 -3.3832
H -0.4398 -2.9686 -4.1248
H -1.4927 -1.7022 -4.6849
H 0.5157 -2.2093 -6.0621
H 1.5618 -1.5174 -4.8565
H -0.4678 -0.1688 -6.6560
H -0.1498 0.5411 -5.0877
H 1.6231 1.3175 -5.8911
H -0.9043 -3.1211 -2.0350
H -0.3548 -2.8390 0.3295
H -1.5687 -1.7178 -0.2298
H 0.1963 0.1192 -0.2584
H -0.1680 -0.5904 1.2962
H 2.3685 -0.8489 2.3405
Br 4.1880 -1.3158 7.2103
C 4.6005 -1.8249 5.3784
C 5.1860 -0.6791 4.5980
Br 3.8317 0.6322 4.1152
H 3.6788 -2.1950 4.9419
H 5.3194 -2.6372 5.4533
H 5.5998 -1.0340 3.6568
H 5.9484 -0.1420 5.1520
Br -0.3057 2.7912 4.6573
C 0.8559 3.0978 6.1858
C 1.5690 4.4201 6.0778
Br 2.9669 4.3391 4.7314
H 1.5480 2.2620 6.2206
H 0.2165 3.0789 7.0656
H 2.0646 4.6663 7.0141
H 0.9071 5.2302 5.7906
*
```

For the LUMO energy, the calculation gives 0.4707 eV. The orbital gap is 10.48 eV. Its HOMO energy is -10.01 eV. Its SMILES is CC(=O)OCCCCC[C@](C#N)(CCCO)[C@@H](C#N)CCC(=O)O.BrCCBr.BrCCBr. For the molar mass, the calculation gives 714.13 g/mol.